Molecular formula: C3H6N6
Method: DFT, ωB97M-V/def2-TZVPD

```
15
Properties=species:S:1:pos:R:3:forces:R:3:nbo_charge:R:1
C 1.178 -0.001 0.953 -1.48 -2.99 -0.30 0.127
C 1.119 -0.217 -0.392 3.81 1.08 0.88 -0.003
C -1.148 0.317 -0.335 -4.99 0.61 1.47 0.442
H 2.303 0.326 2.605 -0.04 -3.83 -3.02 0.363
H 1.904 -1.460 2.280 0.39 2.65 -1.48 0.388
H 2.206 -0.367 -0.814 -2.71 -0.03 -0.07 0.258
H 0.323 -1.115 -2.659 -1.43 2.68 -0.27 0.369
H 0.141 0.564 -2.826 3.02 4.53 -3.08 0.347
H -2.430 0.716 -1.675 -0.27 -0.34 -0.20 0.327
N 2.197 -0.549 1.727 1.98 2.05 4.83 -0.833
N -0.022 0.071 -1.035 -0.91 -0.74 -3.50 -0.277
N -0.276 -0.195 -2.532 -0.28 -6.62 5.14 -0.580
N -2.414 0.539 -0.671 3.33 0.20 -0.73 -0.648
N -1.094 0.214 1.078 0.67 -0.53 0.80 -0.136
N -0.011 0.026 1.681 -1.10 1.28 -0.47 -0.144
```
Positions in Å, forces in eV/Å.

Summary:
* SMILES: [H]/N=c1/nnc(N)cn1N
* maximum force: 8.4 eV/A
* HOMO: -8.364 eV
* energy above the lowest of the compared OMol25 structures with the same formula, charge and spin: 169.6 kcal per mole
* lowest unoccupied orbital energy: -0.0065 hartree